Computed, not measured: a structure of composition C3H5NO2S, with wB97M-V/def2-TZVPD.

Each line ends with the Löwdin charge.
CARTESIAN COORDINATES (ANGSTROEM)
S: 1.4503 0.2129 0.1260  0.65
C: -1.2590 -0.0397 -0.2479  -0.12
C: -0.2880 -1.4022 -0.1821  -0.15
H: -0.3740 1.2609 1.4274  0.12
C: -0.2527 0.9694 0.3612  -0.21
H: -1.3537 0.2324 -1.3185  0.11
N: 0.9686 -1.4687 0.1136  -0.03
H: -0.2558 1.6782 -0.4342  0.07
H: -2.2574 -0.1308 0.2043  0.11
H: -0.6896 -2.3672 -0.1003  0.08
O: 2.0141 0.4795 -1.1883  -0.32
O: 2.2972 0.5752 1.2390  -0.32

The frontier orbital gap comes out at 11.189 eV. Its multiplicity is 1. The HOMO energy is -10.87 eV. Its energy above the lowest of the compared OMol25 structures with the same formula, charge and spin is 219.5 kJ/mol. Its total energy is -19610.23633 eV.